Entry 1:
{
  "formula": "C4H7NO",
  "method": "ωB97M-V/def2-TZVPD",
  "energy_ev": -7796.10434,
  "gap_ev": 10.620,
  "max_force_ev_per_a": 4.70,
  "elements": ["C", "C", "C", "C", "N", "O", "H", "H", "H", "H", "H", "H", "H"],
  "positions_angstrom": [[-1.7848, -1.1705, -0.1450], [1.7194, -0.2367, 0.6478], [0.3815, -0.1859, -0.0430], [-0.0584, 1.2546, -0.3922], [-0.5804, -1.2647, 0.1685], [1.5215, -0.6073, -0.6850], [-2.3839, -2.1024, 0.0081], [-2.3150, -0.3341, -0.6746], [2.0688, 0.7047, 0.9829], [1.7713, -1.0780, 1.4450], [0.0170, 1.5132, -1.4965], [0.7560, 2.0274, 0.1490], [-1.1130, 1.4797, 0.0350]],
  "forces_ev_per_angstrom": [[-1.4, -0.6, -0.8], [-2.6, -2.9, 2.5], [-0.9, 1.2, 0.6], [0.6, 2.0, 0.9], [1.6, 0.7, 0.3], [1.5, -0.1, -1.0], [0.2, 0.9, -0.1], [0.6, -0.4, 0.6], [0.9, 0.8, -0.4], [0.4, 1.2, -1.7], [-0.4, -0.6, 1.3], [-2.4, -2.0, -1.4], [1.9, -0.2, -0.8]],
  "nbo_charge": [-0.044, -0.104, 0.306, -0.665, -0.401, -0.455, 0.176, 0.153, 0.180, 0.187, 0.232, 0.215, 0.222]
}


Entry 2:
{
  "formula": "C3H5NO2",
  "method": "ωB97M-V/def2-TZVPD",
  "energy_ev": -8773.99058,
  "gap_ev": 10.371,
  "max_force_ev_per_a": 3.58,
  "elements": ["C", "C", "C", "H", "H", "H", "H", "H", "N", "O", "O"],
  "positions_angstrom": [[-0.2614, 0.4657, -0.3325], [-0.3558, -0.3075, 1.0317], [0.2698, -0.7631, -1.1018], [0.4999, 2.2835, -0.3244], [-1.3557, 0.9219, -0.4574], [-0.3188, 0.4758, 1.8462], [-1.2888, -0.7876, 1.2334], [0.2998, -0.8656, -2.1698], [0.9570, -1.5506, -0.2814], [0.7736, 1.3816, -0.5114], [0.7804, -1.2541, 1.0673]],
  "forces_ev_per_angstrom": [[-2.3, -1.9, 0.6], [1.9, 2.7, 1.3], [0.9, -0.7, 3.0], [-0.2, 0.0, 0.1], [2.3, -1.0, -0.5], [0.7, -1.0, -0.5], [-0.6, -0.8, -0.6], [0.3, -0.3, -0.1], [-1.2, 0.7, -2.3], [0.1, 0.6, 0.4], [-1.9, 1.6, -1.4]],
  "nbo_charge": [0.020, -0.141, -0.045, 0.480, 0.186, 0.195, 0.198, 0.219, -0.063, -0.704, -0.346]
}


Entry 3:
{
  "formula": "C27H30N4O5",
  "method": "ωB97M-V/def2-TZVPD",
  "energy_ev": -44656.16558,
  "gap_ev": 7.582,
  "max_force_ev_per_a": 17.00,
  "elements": ["C", "H", "H", "H", "C", "O", "C", "C", "H", "H", "C", "N", "C", "O", "C", "N", "C", "O", "C", "N", "C", "C", "N", "C", "H", "H", "H", "C", "C", "C", "C", "C", "C", "C", "H", "O", "C", "O", "H", "H", "H", "H", "H", "H", "C", "C", "C", "C", "C", "C", "H", "H", "C", "H", "H", "H", "H", "H", "H", "H", "H", "H", "H", "H", "H", "H"],
  "positions_angstrom": [[-0.2257, 2.3112, -5.1339], [-0.8427, 2.8704, -4.3890], [-0.5320, 1.1516, -4.9169], [-0.4209, 2.5292, -6.1719], [1.0189, 2.1870, -4.8206], [1.3032, 1.8860, -3.5520], [2.6188, 1.8515, -3.1399], [3.4415, 0.3356, -3.7061], [3.8897, 0.6427, -4.6959], [4.2214, 0.2061, -2.9655], [2.7596, -0.7975, -3.9440], [1.7880, -1.1780, -2.8779], [0.1635, -1.1273, -2.8784], [-0.1249, -0.9087, -3.9007], [-0.4312, -1.4517, -1.5933], [0.4196, -0.9322, -0.4374], [0.5814, -2.0141, 0.4614], [0.3651, -3.1593, 0.1840], [1.6203, -1.8581, 1.7481], [2.8308, -1.1416, 1.4560], [3.4394, -1.0773, 2.5066], [3.0977, -1.1068, 3.7331], [1.8869, -1.7612, 4.0100], [1.1592, -1.9051, 2.8770], [0.2024, -2.8050, 3.0463], [3.5294, -1.0370, 4.8102], [4.2720, -0.5439, 2.4031], [0.8934, 0.2290, 0.0111], [0.2810, 0.8103, 1.2812], [1.0886, 1.5043, 2.2182], [0.8386, 1.6956, 3.4912], [-0.5359, 1.2291, 3.8694], [-1.2904, 0.6170, 3.1159], [-1.1053, 0.2890, 1.7671], [-1.7053, -0.2633, 1.1307], [-2.2822, 0.2957, 3.8122], [-2.3675, 0.6943, 5.0572], [-0.9972, 1.7732, 5.1550], [-2.3235, 0.0650, 5.7841], [-2.9825, 1.6531, 5.1413], [1.3561, 2.5098, 4.2091], [2.2177, 1.9663, 1.7033], [0.2500, 0.9979, -0.8715], [1.7072, 0.5123, -0.1426], [-1.6535, -0.6775, -1.6202], [-1.9279, 0.6721, -1.8776], [-3.1589, 1.4079, -1.8245], [-4.2810, 0.8219, -1.1361], [-3.9253, -0.6521, -0.7294], [-2.6995, -1.1574, -0.9978], [-2.6506, -2.2587, -0.4521], [-4.7914, -1.0655, -0.2314], [-5.4291, 1.3458, -0.9491], [-5.8687, 1.5366, -0.0318], [-5.4038, 2.6343, -1.3007], [-6.0568, 1.1738, -1.6970], [-3.2329, 2.2909, -2.3484], [-1.0054, 1.2091, -2.6240], [-0.4833, -2.4218, -1.5120], [2.1943, -0.9659, -1.7052], [1.7803, -0.6685, -4.6845], [3.1989, -1.5485, -4.0757], [2.5959, 1.4434, -1.9361], [3.2794, 2.6936, -3.3814], [1.7119, 1.7377, -5.4996], [1.5468, 3.3736, -4.8387]],
  "forces_ev_per_angstrom": [[-10.7, -3.5, -0.4], [0.5, 0.0, -0.9], [-0.5, 2.3, -0.9], [-0.2, 0.2, -0.1], [12.5, 6.2, 0.5], [-0.4, -1.4, 3.4], [1.0, -5.9, 2.5], [3.1, 8.7, -0.4], [0.2, -0.1, 1.0], [0.4, 0.1, 0.1], [-15.7, 6.0, 1.0], [0.1, 0.0, 8.3], [12.3, -1.8, 8.2], [-7.2, 2.3, -12.3], [1.8, 7.9, -0.2], [-1.0, -8.0, 1.4], [4.1, 0.0, 0.5], [-1.4, -0.9, 0.0], [2.1, 5.1, -13.3], [-6.7, -4.5, -4.9], [5.8, 3.6, -0.2], [-6.1, -4.8, 10.7], [1.3, 2.7, -0.9], [-5.8, -6.9, 11.1], [2.2, 3.4, -0.5], [0.6, 0.7, -2.8], [4.5, 1.8, -0.7], [-15.9, 4.6, -0.5], [-3.4, -2.7, 2.2], [4.8, 0.7, -5.6], [-3.7, 2.1, 4.4], [12.1, 9.6, 7.2], [-1.5, -3.3, -7.6], [6.5, 3.2, 0.1], [-1.3, -1.0, -0.8], [-8.1, -4.7, 1.0], [1.0, 10.4, -2.4], [-1.3, -4.9, -3.1], [0.2, -4.3, 4.3], [-0.3, -2.1, 0.4], [-1.0, -2.5, -1.8], [-3.4, -1.5, 1.7], [1.9, -1.3, 2.1], [13.2, 3.5, -2.1], [-1.2, 3.3, 0.5], [3.5, 2.5, -5.0], [0.1, -4.4, 2.4], [13.4, -7.6, -1.6], [-2.5, 6.0, -1.0], [-4.1, -7.3, 4.7], [0.3, 2.4, -1.7], [0.6, -0.9, 0.2], [-6.1, 10.2, 0.6], [-0.9, -0.7, 2.0], [0.4, -3.1, 1.0], [-3.5, -1.7, -2.8], [-0.1, 2.1, -0.7], [-2.8, -1.2, 2.5], [-0.8, -5.1, 0.8], [-1.2, -1.1, -4.9], [3.1, -0.1, 0.3], [7.0, -10.9, -2.8], [0.0, 2.2, -3.3], [-0.5, 0.0, 0.1], [0.0, -1.1, -0.8], [-0.9, -2.0, -0.7]],
  "nbo_charge": [-0.638, 0.220, 0.220, 0.242, -0.016, -0.554, -0.040, -0.422, 0.205, 0.200, -0.221, -0.760, 0.787, -0.509, -0.159, -0.456, 0.702, -0.591, 0.068, -0.324, -0.031, -0.021, -0.330, -0.047, 0.205, 0.250, 0.179, -0.183, -0.018, -0.234, -0.223, 0.235, 0.155, -0.193, 0.221, -0.465, 0.264, -0.547, 0.161, 0.188, 0.251, 0.195, 0.233, 0.168, -0.162, -0.151, -0.227, 0.025, -0.246, -0.107, 0.199, 0.216, -0.629, 0.248, 0.168, 0.248, 0.212, 0.223, 0.286, 0.335, 0.194, 0.177, 0.188, 0.190, 0.184, 0.063]
}


Entry 4:
{
  "formula": "C5H9N3O",
  "method": "ωB97M-V/def2-TZVPD",
  "energy_ev": -11845.85759,
  "gap_ev": 10.074,
  "max_force_ev_per_a": 4.07,
  "elements": ["C", "C", "C", "C", "C", "H", "H", "H", "H", "H", "H", "H", "H", "H", "N", "N", "N", "O"],
  "positions_angstrom": [[-1.5378, -0.3027, 0.0206], [0.6589, -1.1632, 0.9766], [1.6354, -0.8690, -0.1124], [1.7261, 0.3525, -0.7395], [0.7412, 1.4432, -0.2289], [-2.8493, 0.7136, -0.9553], [-2.0840, 1.6520, 0.2797], [-0.9384, -1.9557, -0.6268], [0.2104, -2.1442, 0.9961], [1.0934, -0.9693, 1.9550], [2.2716, -1.6620, -0.3875], [2.3555, 0.5357, -1.6015], [1.2751, 2.3794, 0.0601], [0.0319, 1.6682, -1.0527], [-2.5181, 0.7350, 0.1148], [-1.7285, -1.3331, -0.6949], [-0.4535, -0.1970, 0.9890], [0.1100, 1.1167, 1.0074]],
  "forces_ev_per_angstrom": [[0.6, -0.1, 1.6], [-0.9, 1.7, 0.4], [0.1, 2.5, -1.4], [-1.8, -1.7, 2.4], [1.4, 0.2, -0.5], [0.3, 0.4, 3.2], [-0.2, -0.6, 0.1], [0.1, -0.2, -0.1], [0.2, -0.4, -0.2], [0.4, -0.4, 0.1], [0.8, -0.8, -0.5], [0.0, 0.1, 0.2], [-0.2, -0.6, -0.6], [0.0, 0.0, 0.5], [0.6, -0.6, -4.0], [-0.2, 0.6, -0.1], [-0.8, 0.5, -0.9], [-0.3, -0.5, -0.4]],
  "nbo_charge": [0.543, -0.293, -0.208, -0.210, -0.125, 0.387, 0.384, 0.339, 0.223, 0.234, 0.209, 0.223, 0.212, 0.176, -0.809, -0.722, -0.175, -0.387]
}


| no. | HOMO level (eV) |
| --- | --- |
| 1 | -9.59 |
| 2 | -9.79 |
| 3 | -7.93 |
| 4 | -9.22 |